one) One molecule with the formula C5H13N3O. Source: OMol25; level of theory: the ωB97M-V functional and the def2-TZVPD basis.

Each line ends with the Löwdin charge.
CARTESIAN COORDINATES (ANGSTROEM)
1 H -1.33944 0.96761 1.57512  0.0784
2 H -2.16215 1.70519 -1.06261  0.0817
3 N 0.71715 -2.70454 0.22268  0.1487
4 H -2.33279 0.15086 -1.91168  0.0822
5 C -0.39351 0.44843 -1.02247  -0.3730
6 H -2.40849 0.19840 -0.16842  0.0619
7 H 0.02091 1.99638 2.02396  0.0779
8 H 2.09291 1.25407 -0.90222  0.0792
9 H 0.39218 -3.46352 0.80771  0.1110
10 C -0.16327 -1.65662 0.17786  -0.5544
11 H 2.04065 2.07538 0.63867  0.0793
12 C -0.25161 1.04929 1.54569  -0.1043
13 H 1.66056 -2.52930 -0.08660  0.0943
14 H 0.18072 0.25001 2.15549  0.0748
15 N 0.02381 -0.91344 -1.07885  0.0743
16 C -1.90559 0.64133 -1.03065  -0.0454
17 H 0.02353 0.97075 -1.89246  0.1375
18 C 1.73372 1.15737 0.12666  -0.1043
19 H 0.73706 -1.21139 -1.72304  0.1173
20 N 0.28790 1.01316 0.19922  -0.2394
21 H 2.24352 0.30543 0.58665  0.0703
22 O -1.19777 -1.70484 0.81927  0.0518

Computed properties:
- Orbital gap: 8.444 eV
- E_LUMO: 0.734 eV
- HOMO energy: -7.710 eV
- Structure (SMILES): C[C@H](NC(N)=O)N(C)C



two) A 2-piece molecular cluster, C5H13N3O overall. Source: OMol25; level of theory: the ωB97M-V functional and the def2-TZVPD basis.

Each line ends with the Löwdin charge.
CARTESIAN COORDINATES (ANGSTROEM)
1 N 1.50485 -0.99640 1.43201  0.0851
2 H 1.31632 -1.94844 1.70310  0.1114
3 H 2.41933 -0.66683 1.13098  0.1221
4 H -0.89952 1.77724 2.09944  0.0801
5 H 0.66569 2.43324 2.72173  0.0760
6 C 0.17304 -1.63373 -1.69018  -0.1050
7 H -2.52156 -1.17203 -1.01680  0.0711
8 H -1.55931 -1.17263 0.40329  0.0543
9 H -0.42177 -2.23362 -2.38362  0.0774
10 H -2.25188 0.38109 -0.21148  0.0763
11 O -0.00470 2.09362 -1.15676  -0.0025
12 H 0.36086 -2.26395 -0.82031  0.0528
13 N 0.51012 -0.15076 1.53744  -0.0237
14 H 1.11634 -1.41961 -2.19919  0.0715
15 C 0.11136 2.10312 1.84277  -0.1075
16 H -0.87326 0.12437 -2.27081  0.1169
17 H 0.02358 2.94172 1.15377  0.0687
18 C -1.78773 -0.56869 -0.47445  -0.1125
19 C -0.55859 -0.35327 -1.33864  -0.3454
20 N 0.88460 1.06945 1.17851  -0.1293
21 C 0.37824 1.01206 -0.75735  -0.3330
22 H 1.41399 0.64409 -0.88346  0.0953

Computed properties:
- Orbital gap: 8.182 eV
- E_LUMO: -0.006 eV
- HOMO energy: -8.188 eV
- Structure (SMILES): CC(C)C=O.C/N=N/N



Best to worst by energy: one), two).



one) A 2-piece molecular cluster, C3H10NO overall. Source: OMol25; level of theory: the ωB97M-V functional and the def2-TZVPD basis.

Each line ends with the Löwdin charge.
CARTESIAN COORDINATES (ANGSTROEM)
1 H -0.25648 -1.11537 -0.79457  0.1208
2 H 0.25521 -0.23088 3.28070  0.0911
3 C 1.17100 0.20091 -1.82580  -0.2034
4 H -0.05594 -1.45972 2.00238  0.0793
5 C -0.01748 -0.08815 -1.03747  0.2626
6 H -1.23799 -1.11208 3.07287  0.1021
7 N -0.77439 0.40119 1.57258  0.0573
8 H -1.03592 0.38342 0.64004  -0.0079
9 O 0.76863 0.80933 -3.10030  -0.0190
10 H 1.83079 1.01311 -1.50354  0.1688
11 C -0.42820 -0.59400 2.53249  -0.1236
12 H -0.81115 0.56331 -1.41713  0.1170
13 H 1.71284 -0.68579 -2.17192  0.1536
14 H -0.16550 0.60353 -3.22751  0.0863
15 H -0.95545 1.31119 1.97716  0.1151

Computed properties:
- Orbital gap: 5.948 eV
- Total charge: +1
- E_LUMO: -8.088 eV
- HOMO energy: -14.036 eV



two) A 2-piece molecular cluster, C3H10NO overall. Source: OMol25; level of theory: the ωB97M-V functional and the def2-TZVPD basis.

Each line ends with the Löwdin charge.
CARTESIAN COORDINATES (ANGSTROEM)
1 H -0.15030 0.25551 3.61847  0.0669
2 H 0.79765 0.81777 -2.21305  0.0723
3 H -0.91226 0.42621 -2.49579  0.0943
4 C 0.05830 0.01419 -2.21926  -0.0790
5 H 0.32663 -0.54964 -3.11644  0.0980
6 H 0.77497 1.53993 -0.44253  0.1031
7 H -0.60468 -0.50962 1.04317  0.1298
8 C 0.10352 -0.83889 -0.96940  -0.1432
9 H 0.64317 1.63662 1.39118  0.1274
10 H -0.70507 -1.55504 -0.93669  0.1306
11 N -0.04146 -0.07101 0.31418  0.0547
12 C 0.41513 1.09794 0.48148  0.1731
13 H 1.11483 -1.23700 -0.95224  0.1380
14 O -0.57443 -0.31203 2.96648  -0.0409
15 H -1.24600 -0.71493 3.53045  0.0748

Computed properties:
- Orbital gap: 11.448 eV
- Total charge: +1
- E_LUMO: -4.848 eV
- HOMO energy: -16.296 eV



Best to worst by energy: two), one).



one) A 2-piece molecular cluster, C3H10NO overall. Source: OMol25; level of theory: the ωB97M-V functional and the def2-TZVPD basis.

Each line ends with the Löwdin charge.
CARTESIAN COORDINATES (ANGSTROEM)
1 O 1.46947 -1.90153 -0.12687  -0.0371
2 H 0.19912 -0.64393 -1.39458  0.1615
3 H 1.14385 0.53927 1.41135  0.0704
4 C 0.08224 0.68964 1.35267  0.1061
5 H 2.35276 -1.55700 -0.03299  0.0502
6 H -2.16274 0.66485 -1.15495  0.0876
7 H 1.40447 -2.49832 0.64290  0.0883
8 H -0.42139 1.10122 2.20937  0.0975
9 H -2.47533 0.15233 0.54190  0.0982
10 H 0.10064 1.01638 -1.72031  0.1810
11 H 1.36292 0.44965 -0.80700  0.1560
12 C -0.44507 0.54429 0.14574  -0.3502
13 N 0.38750 0.30036 -1.04764  0.2154
14 C -1.90795 0.82443 -0.10904  -0.0242
15 H -2.23677 1.74594 0.37101  0.0995

Computed properties:
- Orbital gap: 10.957 eV
- Total charge: +1
- E_LUMO: -3.592 eV
- HOMO energy: -14.549 eV



two) A 2-piece molecular cluster, C3H10NO overall. Source: OMol25; level of theory: the ωB97M-V functional and the def2-TZVPD basis.

Each line ends with the Löwdin charge.
CARTESIAN COORDINATES (ANGSTROEM)
1 H -2.50315 1.15379 -1.57987  0.0919
2 C -2.45233 0.08243 -1.75279  -0.0278
3 H -3.38472 -0.37291 -1.41327  0.1038
4 H -2.35979 -0.08818 -2.82254  0.0880
5 H 1.00992 -0.13864 2.15565  0.1648
6 H 0.70598 0.31955 0.61342  0.0971
7 H 1.36600 1.38226 1.68768  0.1689
8 H 2.94077 -0.09298 0.02104  0.0980
9 H 3.50622 0.71318 1.48264  0.1018
10 O -0.90772 -0.04872 0.04707  -0.0097
11 H 2.95329 -1.01889 1.50695  0.1011
12 C 2.81330 -0.02585 1.09494  0.0024
13 N 1.39804 0.40581 1.38494  0.1354
14 C -1.30713 -0.50645 -1.00813  -0.2474
15 H -0.82879 -1.40583 -1.43224  0.1318

Computed properties:
- Orbital gap: 11.026 eV
- Total charge: +1
- E_LUMO: -3.326 eV
- HOMO energy: -14.353 eV



Best to worst by energy: two), one).



one) A 2-piece molecular cluster, C3H10NO overall. Source: OMol25; level of theory: the ωB97M-V functional and the def2-TZVPD basis.

Each line ends with the Löwdin charge.
CARTESIAN COORDINATES (ANGSTROEM)
1 H 3.19978 0.37031 1.08319  0.0828
2 H -2.90687 -0.12378 0.60030  0.1044
3 H 0.37174 -1.86816 -0.29846  0.0810
4 H -1.38618 -2.52549 -0.45957  0.1830
5 C 2.26173 0.85839 1.26313  -0.0495
6 N -1.03113 -0.43627 -0.38981  -0.0012
7 H -2.41229 1.07792 -0.63067  0.0975
8 H 1.63453 0.08327 1.67895  0.0668
9 H 2.28414 1.60967 2.00376  0.0725
10 H -0.28973 0.35674 -0.49909  0.1636
11 C -0.58570 -1.62671 -0.59237  0.1469
12 O 1.58128 0.97936 -0.06616  -0.1395
13 H 2.14503 1.37802 -0.68010  0.0482
14 H -3.01208 -0.66067 -1.08808  0.0938
15 C -2.51943 0.02185 -0.41281  0.0496

Computed properties:
- Orbital gap: 9.704 eV
- Total charge: +1
- E_LUMO: -5.193 eV
- HOMO energy: -14.897 eV



two) A 2-piece molecular cluster, C3H10NO overall. Source: OMol25; level of theory: the ωB97M-V functional and the def2-TZVPD basis.

Each line ends with the Löwdin charge.
CARTESIAN COORDINATES (ANGSTROEM)
1 H -1.38772 1.60730 -0.55521  0.0752
2 H 2.04260 -2.04661 -0.39225  0.1586
3 C -1.35599 0.36363 1.23364  -0.2237
4 H 0.52277 0.92437 1.02475  0.1177
5 H 2.83890 -0.67101 -2.25929  0.1206
6 H -1.77959 -0.63606 1.32736  0.1219
7 C 1.84304 -0.66323 -1.84565  0.1547
8 H -2.42337 2.17846 0.74350  0.0819
9 H -2.84457 0.79229 -0.27245  0.0828
10 H 0.88964 -0.66141 -0.06331  0.0808
11 O 0.05717 0.07640 0.94510  -0.1160
12 H 1.00789 -0.09721 -2.24950  0.1210
13 N 1.63633 -1.16094 -0.68091  0.1654
14 C -2.03644 1.29009 0.26177  -0.0629
15 H -1.36929 0.68733 2.27564  0.1222

Computed properties:
- Orbital gap: 9.728 eV
- Total charge: +1
- E_LUMO: -5.509 eV
- HOMO energy: -15.237 eV



Best to worst by energy: two), one).



one) A 2-piece molecular cluster, C3H10NO overall. Source: OMol25; level of theory: the ωB97M-V functional and the def2-TZVPD basis.

Each line ends with the Löwdin charge.
CARTESIAN COORDINATES (ANGSTROEM)
1 C 1.25946 -0.00552 0.90714  -0.1559
2 H 1.91885 -1.02106 -1.03607  0.1482
3 H 1.49366 0.91827 1.44470  0.1506
4 H -4.18585 -0.19926 0.02140  0.0291
5 N -0.08339 -0.18577 0.84981  0.3654
6 H -0.28951 -1.19650 0.70396  0.1373
7 C -3.14322 0.03618 -0.14433  -0.0474
8 H -3.05461 0.35644 -1.18265  0.0247
9 H 1.85485 -0.77081 1.44193  0.1808
10 H -2.43954 -0.75611 0.09653  -0.0245
11 H -2.77270 0.85318 0.48039  0.0144
12 H 3.36034 0.88782 -1.34143  0.1540
13 C 1.84274 -0.02452 -0.61493  -0.1391
14 H 1.13046 0.60801 -1.14912  0.1399
15 O 3.10845 0.49966 -0.47734  0.0222

Computed properties:
- Orbital gap: 6.890 eV
- Total charge: +1
- E_LUMO: -9.338 eV
- HOMO energy: -16.228 eV



two) A 2-piece molecular cluster, C3H10NO overall. Source: OMol25; level of theory: the ωB97M-V functional and the def2-TZVPD basis.

Each line ends with the Löwdin charge.
CARTESIAN COORDINATES (ANGSTROEM)
1 H 1.15279 0.93438 3.11267  0.1108
2 H -1.12093 1.32000 -0.80698  0.0502
3 N 0.59366 0.74423 1.05211  0.1092
4 C 1.53531 0.43834 2.20625  0.0051
5 H 0.85230 0.36430 0.15402  0.0979
6 C -1.10012 -0.74818 -1.41827  -0.2136
7 H 0.45906 1.76241 0.90529  0.1697
8 O 0.21579 -1.04990 -1.02453  -0.0652
9 H 2.52314 0.85937 1.86265  0.1224
10 H -1.60325 -1.58477 -1.88808  0.1193
11 H -2.65852 0.66208 -1.64758  0.0770
12 H 0.53571 -1.78063 -1.57429  0.1197
13 C -1.64823 0.46874 -1.26804  0.0198
14 H 1.62077 -0.61666 2.29574  0.0863
15 H -0.36475 0.31568 1.29845  0.1914

Computed properties:
- Orbital gap: 9.996 eV
- Total charge: +1
- E_LUMO: -3.483 eV
- HOMO energy: -13.479 eV



Best to worst by energy: two), one).



one) A 2-piece molecular cluster, C3H10NO overall. Source: OMol25; level of theory: the ωB97M-V functional and the def2-TZVPD basis.

Each line ends with the Löwdin charge.
CARTESIAN COORDINATES (ANGSTROEM)
1 H -1.13495 -0.23405 -1.00130  0.1116
2 H 0.57319 4.04426 0.59578  0.1234
3 H 0.50085 2.02257 1.73219  0.1560
4 H -1.63571 -2.04365 0.11412  0.1192
5 H 0.09030 -2.16498 -1.67044  0.0787
6 H 0.32285 -3.31635 -0.34781  0.0907
7 C -0.66459 -1.57491 0.27252  -0.2535
8 C 0.34753 -2.26222 -0.62472  -0.0686
9 O -0.86269 -0.17021 -0.07078  -0.1231
10 C 0.49643 3.10295 0.07415  0.1608
11 N 0.40088 2.01274 0.72186  0.1850
12 H 0.13169 1.07947 0.29729  0.0993
13 H 0.53851 2.97454 -0.99936  0.1240
14 H 1.33793 -1.86155 -0.42290  0.0787
15 H -0.44223 -1.60861 1.32940  0.1177

Computed properties:
- Orbital gap: 9.789 eV
- Total charge: +1
- E_LUMO: -5.073 eV
- HOMO energy: -14.862 eV



two) A 2-piece molecular cluster, C3H10NO overall. Source: OMol25; level of theory: the ωB97M-V functional and the def2-TZVPD basis.

Each line ends with the Löwdin charge.
CARTESIAN COORDINATES (ANGSTROEM)
1 C 1.41086 0.90028 -0.66460  -0.1443
2 H -1.44477 -1.42710 1.89472  0.0857
3 H -0.14971 1.70013 0.42999  0.1656
4 H -2.69044 -2.09090 0.82475  0.0932
5 H 2.18322 2.16452 -2.17406  0.0868
6 N 0.47159 0.88323 0.46742  0.1549
7 H -0.51790 -1.59092 -0.72945  0.1115
8 H 0.92104 0.84280 1.37869  0.1691
9 C -1.61946 -1.94799 0.95219  -0.0791
10 H 0.54640 2.61584 -1.43476  0.0841
11 H 2.03721 0.02590 -0.69501  0.1221
12 C 1.37182 1.91454 -1.51020  0.0853
13 H -0.25734 0.07789 0.37341  0.1023
14 O -1.11658 -1.13917 -0.12421  -0.1341
15 H -1.14594 -2.92904 1.01111  0.0968

Computed properties:
- Orbital gap: 11.717 eV
- Total charge: +1
- E_LUMO: -3.362 eV
- HOMO energy: -15.079 eV



Best to worst by energy: one), two).